Below is a cluster of 3 separate species, C3H9O4 in total, with properties calculated with ωB97M-V/def2-TZVPD.

```
16
Properties=species:S:1:pos:R:3:forces:R:3
O 0.368010 0.652150 -0.040812 0.023 0.120 -0.104
O 0.498331 0.880255 2.610128 0.439 0.371 -0.771
O 2.831602 2.105626 -0.577435 1.459 0.158 -1.541
O 0.343881 0.452916 -2.256209 0.070 -0.147 -0.370
C 0.084343 0.049075 -1.116820 -0.174 0.273 0.214
C -1.720141 -1.275330 0.086842 -0.097 -0.552 -0.074
C -0.581902 -1.329126 -0.928257 0.104 -0.047 -0.165
H 0.551266 0.966661 1.614508 0.242 -0.535 0.548
H -0.444319 0.946262 2.701859 -0.694 0.005 0.401
H 0.282184 -1.942298 -0.667119 -0.210 -0.343 0.430
H -1.442844 -0.573306 0.859673 -0.297 0.465 0.065
H 2.083283 1.572222 -0.864713 -0.689 0.019 0.654
H -2.633934 -1.037088 -0.461990 -0.009 0.670 0.245
H 2.746303 2.430492 0.300611 -0.783 -0.102 0.879
H -2.012433 -2.186423 0.614239 0.535 -0.437 -0.167
H -0.953630 -1.712087 -1.874505 0.080 0.083 -0.243
```
Positions in Å, forces in eV/Å.

- Relative energy (zero: lowest compared OMol25 entry of this formula, charge and spin): 2.30 kcal per mole
- E_tot: -420.74921 Eh
- Molecular weight: 109.1 g/mol
- Net charge: -1
- Frontier orbital gap: 8.74 eV

In elementary charge units, the natural (NBO) charges are: -0.859 -0.994 -0.993 -0.748 0.781 -0.612 -0.514 0.519 0.445 0.205 0.227 0.517 0.189 0.463 0.182 0.193

Below is the molecule C28H26N4, with properties calculated with ωB97M-V/def2-TZVPD.

```
58
Properties=species:S:1:pos:R:3:forces:R:3
N 1.005337 3.274070 2.147503 -0.978 -1.835 -0.825
N -3.545291 -3.236153 -1.392294 -0.283 -0.702 -0.135
N 5.645237 1.176863 -0.161647 0.769 -0.288 -0.033
N 1.178463 -0.824971 2.590535 -1.269 1.731 -1.461
C 3.688346 -0.307994 -0.596756 0.286 0.606 -0.272
C 3.611534 2.133883 -0.465259 -0.745 -0.894 0.072
C -2.506044 -2.392742 -1.156784 0.178 0.355 0.041
C -0.413617 -1.640344 -0.299271 -0.288 0.011 -0.324
C -2.856691 -1.081587 -1.542560 1.134 -0.134 0.528
C 6.673900 0.209762 0.127532 -0.058 0.168 -0.067
C -3.603705 -0.212421 2.264846 0.221 0.287 -0.075
C -4.699547 -2.553436 -1.947506 -0.145 -0.029 -0.065
C -0.116907 1.058716 1.262108 -0.596 -0.135 1.756
C -2.321269 2.231715 1.776877 -0.211 -0.222 -0.089
C 0.066304 0.877746 -0.236606 0.319 -0.448 -1.644
C 1.570845 0.875202 -0.505453 -0.429 -0.176 -1.145
C 2.304795 -0.293843 -0.743495 0.041 0.190 0.564
C 4.329839 0.922765 -0.404089 -0.553 -0.059 0.053
C -1.603881 1.036900 1.736067 0.263 0.122 -0.072
C -3.696665 2.198169 2.027194 0.126 -0.121 -0.112
C -3.541239 -4.653790 -1.151106 -0.105 0.142 -0.030
C -1.953288 -0.058393 -1.338802 -0.469 -0.477 0.035
C 4.551344 3.269970 -0.307483 0.561 0.877 -0.064
C 5.916203 2.596832 -0.029117 0.075 0.077 0.130
C 0.614225 -0.016760 1.962142 1.357 -1.841 1.847
C -1.269368 -2.700124 -0.586009 -0.400 0.168 -0.065
C -4.254408 -1.073628 -2.044182 -0.828 0.187 -0.386
C 0.527944 2.294904 1.732153 0.836 2.224 1.083
C -0.748633 -0.335690 -0.681754 0.683 0.576 0.201
C -4.343990 0.973808 2.214306 0.209 0.020 0.220
C 2.229052 2.113896 -0.513030 0.738 -0.066 0.088
C -2.224470 -0.174338 2.053834 -0.159 0.042 -0.122
H 1.678106 3.058388 -0.541086 0.089 -0.372 0.185
H -5.580055 -2.671421 -1.295264 0.183 -0.011 -0.121
H 4.615218 3.884483 -1.213310 -0.093 -0.047 0.125
H 1.800037 -1.216481 -1.013821 0.141 0.238 0.296
H 6.282777 2.827052 0.984947 -0.047 -0.078 -0.158
H -1.635666 -1.091330 2.119782 -0.216 0.278 -0.124
H -4.216516 -4.920067 -0.323765 0.129 -0.041 -0.106
H -4.902550 -0.438332 -1.424872 0.189 -0.066 -0.163
H -4.251537 3.137464 2.066868 0.098 -0.334 -0.038
H -5.418470 0.945562 2.382748 0.190 0.035 -0.042
H -2.212506 0.965925 -1.620387 0.134 -0.262 0.132
H -1.019733 -3.727568 -0.329992 0.058 0.310 0.074
H -4.965104 -2.969517 -2.932507 0.055 0.044 0.184
H 7.471502 0.238317 -0.630273 -0.137 -0.089 0.098
H -3.870430 -5.193232 -2.050596 0.098 0.013 0.164
H 4.260325 -1.229170 -0.637361 -0.173 0.064 -0.150
H -0.355803 1.764398 -0.730207 -0.051 -0.146 0.215
H 6.699157 2.915875 -0.734934 -0.185 -0.061 0.120
H 6.247640 -0.797917 0.156373 0.137 0.227 0.029
H -1.806301 3.181634 1.616507 -0.217 -0.264 0.009
H -4.088344 -1.169370 2.467604 0.109 0.325 -0.040
H -4.324833 -0.708411 -3.075822 -0.007 -0.017 0.185
H 0.500646 -1.862419 0.244755 -0.312 0.148 -0.136
H 7.138971 0.431414 1.100590 -0.118 -0.129 -0.122
H -2.526461 -4.974401 -0.896038 -0.311 -0.048 -0.090
H 4.265575 3.930159 0.518175 -0.024 -0.069 -0.156
```
Positions in Å, forces in eV/Å.

- Relative energy (zero: lowest compared OMol25 entry of this formula, charge and spin): 37.23 kcal per mole
- SMILES: CN1CCc2cc(C(c3ccc4c(c3)CCN4C)C(C#N)(C#N)c3ccccc3)ccc21
- E_tot: -1301.56156 Eh
- Molecular weight: 418.5 g/mol
- Frontier orbital gap: 7.70 eV

In elementary charge units, the natural (NBO) charges are: -0.300 -0.412 -0.410 -0.300 -0.285 0.003 0.188 -0.207 0.005 -0.396 -0.223 -0.190 -0.309 -0.209 -0.211 -0.100 -0.169 0.192 -0.012 -0.206 -0.395 -0.190 -0.447 -0.190 0.323 -0.287 -0.446 0.336 -0.076 -0.209 -0.196 -0.135 0.217 0.184 0.216 0.223 0.182 0.227 0.189 0.222 0.219 0.216 0.212 0.213 0.184 0.189 0.195 0.212 0.229 0.185 0.212 0.230 0.219 0.221 0.237 0.192 0.211 0.227

Below is a cluster of 9 separate species, C16H32N8O16S in total, with properties calculated with ωB97M-V/def2-TZVPD.

```
73
Properties=species:S:1:pos:R:3:forces:R:3
S -0.529855 -0.092616 -0.000268 5.307 1.319 2.682
O 5.607210 -1.452392 -2.607104 -2.137 -0.630 -1.499
O -4.010044 -0.603214 3.999130 0.425 0.130 0.039
O 0.059743 -0.766644 1.405584 -2.144 1.257 -0.446
O 0.215449 1.139173 -0.298035 -1.514 -2.969 -0.257
O -4.272852 3.126097 0.154754 -0.853 -0.779 -2.456
O 0.142202 -1.391045 -0.772436 -1.925 1.035 -1.743
O -3.815042 1.689755 -1.472547 -0.708 1.635 1.488
O -0.221958 1.721280 2.634986 -0.382 -2.632 0.068
O -3.695565 1.528328 3.613944 0.269 -1.013 0.461
O 0.752269 3.597316 1.930228 2.732 0.780 -2.667
O -1.075321 -4.399432 0.172883 -0.772 0.112 -0.935
O -6.451692 -0.942228 -3.181111 -0.193 -0.091 0.081
O -6.245967 -1.030254 -0.991081 1.772 -0.089 -3.591
O -1.939078 -0.009089 0.120322 -0.252 -1.250 -0.745
O 3.451934 -1.343143 -2.989895 -0.012 0.372 0.173
O -2.707186 -4.282061 -1.310099 1.211 0.128 1.234
N 4.560254 -1.745137 -3.233681 1.725 -0.166 0.739
N -2.202998 -4.096430 -0.192663 0.107 -0.617 -0.646
N -0.001713 2.942803 2.685104 -1.376 2.470 0.715
N 4.927851 -0.379625 2.380273 -0.495 -1.088 -3.273
N -4.481273 2.613693 -0.950702 1.018 -1.838 -0.687
N 2.846012 2.858018 -0.932456 0.760 1.991 0.275
N -5.771920 -1.025222 -2.191227 -0.391 0.280 2.989
N -4.062753 0.402276 3.313760 -0.787 1.792 1.135
C 3.981000 2.601623 -2.813378 -0.481 -2.144 -0.694
C 4.510381 -2.586694 1.900252 -0.092 0.604 1.043
C 1.270036 -1.405763 1.222199 1.872 0.385 0.712
C 4.708142 -1.369425 1.380480 0.680 3.264 -1.357
C 3.699090 3.921395 -1.116854 -0.068 0.742 1.410
C 1.407707 -1.847083 -0.202262 -2.308 0.255 -0.940
C -4.275485 -1.075814 -2.413928 0.413 -0.153 -0.358
C 4.525828 -2.329282 3.304414 0.319 -0.635 1.143
C 3.007719 2.048129 -1.970295 0.205 -0.861 -2.501
C -3.103325 -3.530810 0.853001 0.739 0.273 -1.391
C -4.764179 0.317321 2.058185 0.336 -0.987 -2.120
C 4.782262 -0.984390 3.539236 -0.692 -1.426 1.773
C 4.447731 3.763803 -2.257137 -0.092 1.138 1.134
C -5.588785 3.039341 -1.901044 -0.523 1.131 1.074
C -0.564930 3.802882 3.683804 0.250 -1.019 0.370
C 4.621106 -2.797787 -4.319924 0.424 -0.166 0.550
H 4.623609 -1.014616 0.363934 0.352 -0.145 -0.124
H 2.175513 2.862645 -0.177133 -0.450 -0.392 0.152
H 4.158251 -3.672388 -3.862826 -0.046 0.057 -0.049
H 0.228265 3.861410 4.429138 -0.158 -0.046 1.032
H 2.117216 -0.723430 1.291579 -0.174 0.305 1.130
H 4.693136 -0.393688 4.438977 0.353 -0.328 0.158
H -3.440516 -4.441080 1.348791 -0.285 0.587 0.439
H -5.132954 3.787021 -2.550109 -0.149 0.067 0.178
H 4.328270 -3.462481 1.295074 -0.007 -0.106 0.427
H 4.357426 2.176267 -3.731951 -0.229 -0.221 -0.007
H 1.294430 -2.923788 -0.328657 0.796 0.087 -0.280
H -0.621402 4.831014 3.326243 -0.672 -0.223 -0.324
H 2.330630 1.258828 -2.261789 0.089 -0.162 0.589
H -6.390461 3.445244 -1.284074 0.228 0.409 -0.067
H -4.618376 1.218018 1.461873 -0.068 -0.056 0.440
H -6.052990 2.268554 -2.516269 0.842 -0.516 0.375
H -1.470223 3.286222 4.002559 -0.129 0.627 0.542
H 5.664166 -3.033376 -4.531156 -0.189 0.292 -0.110
H -3.690034 -0.809707 -1.533850 -0.454 -0.042 0.025
H 4.026563 -2.497340 -5.182680 0.219 0.221 0.233
H -2.450591 -2.843395 1.391047 -0.463 -0.215 0.535
H 3.688484 4.716813 -0.386382 0.117 -0.069 0.004
H 5.230643 4.422861 -2.602229 -0.136 -0.030 -0.021
H -4.012772 -0.442986 -3.261641 -0.491 0.532 0.363
H -4.233644 -0.497224 1.565071 -0.275 -0.028 -0.389
H 2.181477 -1.284097 -0.724199 0.242 -0.748 -0.071
H 4.450817 -3.082421 4.074841 -0.189 0.124 0.075
H -5.809600 0.022397 2.148801 0.173 0.152 0.455
H -3.978451 -2.042085 -2.821617 -0.500 -0.457 0.589
H 5.086035 0.602772 2.207113 -0.257 -0.274 -0.004
H 1.353405 -2.212190 1.950770 -0.011 0.138 -0.041
H -3.828326 -3.011428 0.226336 -0.447 -0.081 0.767
```
Positions in Å, forces in eV/Å.

- E_tot: -2668.23968 Eh
- Molecular weight: 624.5 g/mol
- Expectation value of S²: 0.753
- Spin multiplicity: 2
- Net charge: -1
- Frontier orbital gap (spin up / spin down): 2.02 / 5.76 eV

In elementary charge units, the Mulliken charges are: 0.739 -0.517 -0.617 -0.409 -0.516 -0.500 -0.383 -0.386 -0.763 -0.509 -0.891 -0.556 -0.563 -0.537 -0.094 -0.361 -0.575 0.768 0.971 0.983 0.071 0.739 0.244 0.960 1.016 -0.437 -0.449 -0.187 -0.754 -0.484 0.060 -0.415 -0.491 -0.551 -0.536 -0.027 -0.644 -0.661 -0.774 -1.023 -0.729 0.796 0.252 0.290 0.305 0.265 0.390 0.345 0.297 0.433 0.376 0.301 0.307 0.453 0.329 -0.065 0.250 0.194 0.290 -0.043 0.277 0.234 0.431 0.379 0.330 -0.156 -0.192 0.397 0.336 0.313 0.257 0.307 0.111